ORCA calculation (ωB97M-V/def2-TZVPD) on a structure of composition C53H40BrNOP2PtS in a non-equilibrium geometry.

Structure (XYZ):
```
100
Properties=species:S:1:pos:R:3:forces:R:3
Pt -0.021293 -1.153002 -0.091989 0.1 -0.1 -0.8
O -0.682893 1.434098 0.959711 -0.7 -0.3 0.8
S 0.054507 1.571598 -0.313589 -0.7 1.6 0.0
C 1.342907 2.806898 -0.009989 0.0 -1.4 -0.6
C 1.027107 4.131698 0.251111 -0.3 0.1 -0.3
C 2.001407 5.131998 0.280211 0.3 -0.2 0.0
C 3.319207 4.772398 0.030411 -0.6 -0.4 0.1
C 4.564307 5.567998 -0.082689 0.2 0.8 0.0
C 5.683207 4.544298 -0.335189 0.7 0.3 -0.1
C 5.012307 3.225998 -0.338889 -0.2 -0.8 0.0
C 5.487607 1.930298 -0.476789 -0.1 0.4 0.1
C 4.579407 0.878398 -0.374589 0.1 -0.3 -0.4
C 3.201207 1.044598 -0.194889 -0.9 -0.4 -0.2
P 2.291407 -0.506202 0.186211 2.5 0.4 1.0
C 3.255507 -1.777202 -0.684989 -1.3 0.5 0.2
C 3.877607 -2.834602 -0.021789 0.0 -0.4 0.2
C 4.566707 -3.781802 -0.757889 0.0 0.1 0.3
C 4.621707 -3.691602 -2.143189 0.0 0.1 -0.1
C 3.999807 -2.638002 -2.804489 0.0 0.2 0.0
C 3.313807 -1.683102 -2.081489 0.0 0.0 -0.2
C 2.486307 -0.733502 1.970411 -0.8 -0.2 -0.6
C 3.038107 0.232598 2.812811 0.0 0.2 0.0
C 3.205107 -0.066002 4.154111 0.1 0.1 -0.1
C 2.808307 -1.297902 4.659311 -0.1 0.0 -0.1
C 2.208207 -2.239102 3.832211 0.0 -0.1 -0.1
C 2.033107 -1.953702 2.491911 -0.1 -0.1 0.1
C 2.680407 2.367998 -0.122189 0.1 0.2 0.0
C 3.631107 3.410398 -0.143989 -0.3 -0.2 0.1
C -1.091093 2.444998 -1.400389 0.9 -0.9 0.4
C -0.631593 3.440398 -2.251889 0.1 0.2 -0.3
C -1.481193 4.175898 -3.074589 -0.2 -0.1 0.1
C -2.836093 3.877598 -3.043889 0.5 -0.2 0.2
C -3.988393 4.458998 -3.767589 -0.2 0.5 -0.5
C -5.207393 3.644398 -3.308089 -0.7 0.2 -0.3
C -4.672393 2.644998 -2.356389 0.4 -0.4 0.4
C -5.273693 1.629798 -1.624489 0.1 0.2 0.0
C -4.467693 0.810398 -0.838989 -0.2 -0.4 -0.4
C -3.077793 0.952798 -0.720689 1.0 -0.2 0.1
P -2.291693 -0.391002 0.254111 -2.4 0.5 0.9
C -2.801193 -0.176402 1.975411 0.8 -0.3 -0.4
C -2.598293 -1.262902 2.832511 0.2 0.0 0.1
C -3.010093 -1.194602 4.149611 0.0 0.0 0.0
C -3.589793 -0.024502 4.627911 0.1 -0.1 0.0
C -3.759593 1.067498 3.785511 -0.1 0.1 -0.2
C -3.373093 1.000598 2.457211 0.1 0.1 0.0
C -3.226593 -1.874202 -0.302089 1.2 0.8 0.2
C -2.973493 -2.334902 -1.598989 0.1 -0.1 -0.4
C -3.560993 -3.501902 -2.049989 0.1 0.1 -0.2
C -4.405093 -4.220202 -1.212389 0.1 0.0 -0.1
C -4.690093 -3.743602 0.059511 -0.1 0.3 0.3
C -4.113293 -2.573302 0.518311 -0.2 -0.4 0.4
C -2.445593 2.030998 -1.404689 -0.1 -0.1 0.1
C -3.281593 2.821998 -2.224889 0.0 -0.2 0.1
H -0.008593 4.396098 0.414511 -0.1 0.1 -0.1
H 1.720807 6.157098 0.471111 -0.1 0.0 0.1
H 4.744707 6.177598 0.809111 0.0 -0.2 0.0
H 4.479507 6.299298 -0.893889 0.0 -0.1 0.0
H 6.468407 4.582498 0.428511 -0.1 0.0 0.0
H 6.208207 4.724098 -1.280589 -0.1 -0.1 0.1
H 6.536707 1.729098 -0.632289 0.1 -0.1 0.1
H 4.975007 -0.125802 -0.423189 0.1 0.0 0.0
H 3.853807 -2.894802 1.056311 0.0 -0.1 0.0
H 5.065607 -4.591202 -0.247189 0.1 0.0 0.0
H 5.150707 -4.444002 -2.707989 0.1 -0.1 -0.1
H 4.034107 -2.573102 -3.880689 0.1 0.0 -0.1
H 2.816307 -0.867702 -2.590189 0.0 0.0 -0.1
H 3.333607 1.196398 2.422611 0.1 0.0 0.0
H 3.655607 0.656298 4.816411 0.1 0.1 0.0
H 2.955707 -1.517602 5.704311 0.0 0.0 0.1
H 1.893807 -3.187802 4.240211 0.0 -0.1 0.0
H 1.559307 -2.669702 1.830911 0.1 -0.1 0.1
H 0.422507 3.672498 -2.261389 0.1 0.0 -0.1
H -1.088193 4.957698 -3.704889 0.1 0.1 0.0
H -3.837293 4.418198 -4.852689 0.0 -0.1 0.1
H -4.095293 5.528498 -3.552289 0.0 -0.1 0.1
H -5.730393 3.165098 -4.144889 0.1 0.0 0.1
H -5.973193 4.274398 -2.839289 0.1 -0.1 0.0
H -6.337893 1.459298 -1.676489 -0.1 0.0 0.1
H -4.948893 0.007198 -0.298089 -0.1 0.0 0.0
H -2.119893 -2.156402 2.453311 0.0 -0.1 0.1
H -2.881093 -2.043802 4.802011 0.0 -0.1 0.1
H -3.906393 0.037698 5.659311 0.0 0.0 0.0
H -4.208293 1.973698 4.164311 -0.1 0.0 0.0
H -3.517193 1.846498 1.803311 0.0 0.1 0.0
H -2.322193 -1.770702 -2.253089 0.0 0.0 -0.1
H -3.361593 -3.854802 -3.050289 0.0 0.0 -0.1
H -4.855493 -5.140502 -1.550389 0.0 -0.1 -0.1
H -5.375893 -4.282102 0.695311 -0.1 0.0 0.0
H -4.377693 -2.198902 1.495911 0.0 0.0 0.0
Br 0.333307 -2.886302 -2.485089 -0.1 -0.7 -0.1
C 0.051107 -4.097002 -1.040289 0.2 0.1 -0.4
C 0.124907 -5.468702 -1.195589 0.0 0.1 -0.1
C -0.122393 -6.262702 -0.081789 0.0 0.3 0.1
C -0.423493 -5.645902 1.126011 0.0 0.1 -0.1
C -0.448893 -4.262902 1.182911 -0.1 -0.4 0.5
N -0.209493 -3.499302 0.119711 0.2 1.4 -0.4
H 0.374207 -5.907902 -2.149089 0.0 0.0 -0.1
H -0.074793 -7.340502 -0.157389 0.0 0.0 0.0
H -0.626093 -6.224902 2.014211 0.0 0.0 0.1
H -0.645693 -3.743602 2.108811 0.0 0.0 0.1
```
Forces are in eV/Å.

Computed properties:
HOMO level (spin up / spin down) = -0.6484 / -0.6457 Ha
Charge = +4
Gap between HOMO and LUMO (spin up / spin down) = 3.67 / 3.55 eV
LUMO energy (spin up / spin down) = -0.5135 / -0.5151 Eh